No. 1
# C33H46HgN6

A molecular structure, C33H46HgN6 at a distorted geometry (ωB97M-V/def2-TZVPD, the Open Molecules 2025 dataset).

XYZ file:
```
86
C33H46HgN6 ωB97M-V/def2-TZVPD
Hg 0.872 0.600 -0.186
N 0.123 4.868 1.205
N 3.373 0.800 -1.723
C -1.920 -1.508 -1.420
C -2.030 -0.245 -2.076
C -2.728 0.637 -1.213
C -3.052 2.058 -1.498
H -3.495 2.157 -2.496
H -2.143 2.670 -1.428
H -3.778 2.412 -0.758
C -3.030 -0.070 -0.012
C -3.714 0.477 1.180
H -4.747 0.110 1.251
H -3.750 1.572 1.147
H -3.181 0.182 2.094
C -2.600 -1.417 -0.172
C -2.903 -2.503 0.792
H -2.461 -2.302 1.782
H -2.535 -3.475 0.447
H -3.992 -2.595 0.940
C -1.579 0.096 -3.446
H -2.417 0.048 -4.164
H -0.822 -0.605 -3.808
H -1.158 1.111 -3.502
C -1.237 -2.701 -1.973
H -0.856 -3.340 -1.164
H -0.380 -2.415 -2.599
H -1.917 -3.304 -2.600
C 0.578 5.388 2.300
H -0.116 6.047 2.868
C 1.879 5.176 2.752
H 2.313 5.728 3.566
C 2.651 4.213 2.063
H 3.708 4.043 2.309
C 2.040 3.402 1.130
H 2.452 2.486 0.647
C 0.606 3.583 1.004
C -0.528 3.106 0.391
H -0.018 2.782 -0.579
C 2.697 -0.291 -1.534
C 3.287 0.997 -3.127
H 3.019 1.909 -3.588
C 3.620 -0.273 -3.558
H 4.139 -0.613 -4.416
N 3.108 -1.186 -2.537
C 2.599 -2.472 -2.649
C 1.935 -2.726 -3.850
C 1.574 -4.041 -4.077
H 1.160 -4.284 -5.048
C 1.685 -5.016 -3.087
C 1.342 -6.417 -3.475
H 0.776 -6.919 -2.684
H 2.226 -7.037 -3.708
H 0.725 -6.390 -4.384
C 2.068 -4.611 -1.784
H 1.988 -5.319 -0.956
C 2.558 -3.335 -1.538
C 2.954 -2.895 -0.158
H 3.737 -2.125 -0.171
H 3.336 -3.768 0.389
H 2.100 -2.485 0.409
C 1.483 -1.670 -4.803
H 2.262 -1.004 -5.185
H 0.706 -1.023 -4.368
H 1.044 -2.185 -5.666
C -2.104 3.475 2.833
N -1.114 2.762 3.613
C -0.816 3.299 4.925
C -0.645 1.536 3.190
N -0.813 1.081 1.979
N 0.029 0.768 4.113
C -0.492 0.709 5.478
C 0.583 -0.473 3.580
H -2.478 4.313 3.413
H -2.918 2.814 2.542
H -1.669 3.879 1.912
H -1.604 3.015 5.643
H 0.169 2.943 5.247
H -0.787 4.392 4.871
H -1.313 1.758 1.368
H -0.524 -0.339 5.786
H 0.170 1.249 6.164
H -1.511 1.115 5.535
H -0.128 -0.975 2.901
H 1.505 -0.271 3.006
H 0.823 -1.139 4.410
```

Summary:
HOMO-LUMO gap (spin up / spin down): 4.31 / 4.31 eV
charge: -2


No. 2
# C33H46N6O4S2Si2Tl

A molecular structure, C33H46N6O4S2Si2Tl at a distorted geometry (ωB97M-V/def2-TZVPD, the Open Molecules 2025 dataset).

XYZ file:
```
94
C33H46N6O4S2Si2Tl ωB97M-V/def2-TZVPD
Tl -0.769 0.355 0.312
N -5.414 -0.394 0.406
C -4.179 0.206 0.287
S -3.263 0.396 1.729
N -3.924 0.655 -0.914
N -2.674 1.104 -1.223
C -2.653 2.022 -2.100
C -1.446 2.551 -2.742
C -1.548 3.737 -3.470
C -0.436 4.217 -4.135
C 0.749 3.499 -4.056
C 0.759 2.335 -3.301
N -0.306 1.865 -2.661
H -5.578 -0.897 1.259
H -5.815 -0.761 -0.441
H -3.603 2.444 -2.424
H -2.491 4.270 -3.501
H -0.491 5.134 -4.707
H 1.642 3.831 -4.568
H 1.671 1.752 -3.201
C -3.248 3.966 1.633
O -2.254 4.947 1.934
C -0.928 4.759 1.661
C -0.125 5.801 2.070
C 1.254 5.815 1.827
C 1.810 4.756 1.159
C 1.026 3.660 0.753
C 1.714 2.619 0.033
N 1.284 1.478 -0.345
N 2.215 0.759 -1.075
C 1.733 -0.350 -1.582
O 0.580 -0.841 -1.404
C 2.683 -1.101 -2.476
C 4.059 -0.889 -2.442
C 4.901 -1.633 -3.256
C 4.376 -2.585 -4.123
C 3.003 -2.791 -4.170
C 2.160 -2.054 -3.346
C -0.369 3.611 1.001
O -1.117 2.625 0.616
H -4.184 4.403 1.979
H -3.074 3.028 2.151
H -3.311 3.760 0.566
H -0.605 6.628 2.582
H 1.857 6.652 2.158
H 2.872 4.748 0.930
H 2.744 2.849 -0.253
H 4.446 -0.136 -1.767
H 5.973 -1.473 -3.218
H 5.035 -3.166 -4.758
H 2.588 -3.529 -4.847
H 1.087 -2.205 -3.356
O 1.031 0.632 2.383
S 2.294 0.411 3.156
C 2.423 -1.407 3.405
C 3.658 -1.914 2.669
C 3.786 -1.024 1.437
C 3.682 0.397 1.967
H 1.502 -1.796 2.974
H 2.434 -1.609 4.476
H 3.556 -2.967 2.397
H 4.546 -1.813 3.300
H 2.956 -1.208 0.751
H 4.715 -1.196 0.892
H 3.453 1.131 1.196
H 4.574 0.696 2.523
C -2.998 -3.158 2.775
Si -1.285 -2.444 2.480
C -0.104 -3.882 2.874
C -1.105 -1.118 3.807
C -0.885 -1.923 0.730
Si -1.674 -2.738 -0.767
C -0.523 -4.153 -1.246
C -3.345 -3.527 -0.372
C -2.057 -1.756 -2.324
H -3.111 -3.381 3.842
H -3.168 -4.081 2.217
H -3.770 -2.435 2.496
H 0.101 -3.955 3.948
H 0.854 -3.794 2.349
H -0.559 -4.828 2.558
H -0.496 -1.449 4.656
H -2.095 -0.837 4.181
H -0.653 -0.215 3.402
H 0.200 -2.005 0.580
H -0.398 -4.856 -0.413
H 0.467 -3.769 -1.518
H -0.919 -4.711 -2.104
H -3.244 -4.465 0.183
H -3.867 -3.747 -1.310
H -3.976 -2.851 0.213
H -1.330 -0.963 -2.501
H -3.047 -1.296 -2.256
H -2.046 -2.429 -3.190
```

Summary:
relative energy (zero: lowest compared OMol25 entry of this formula, charge and spin): 0.000 eV
HOMO-LUMO gap: 6.48 eV
charge: -1